This record from the Open Molecules 2025 dataset describes a molecular structure, C27H23BrCrN6O4SSe. The level of theory is ωB97M-V/def2-TZVPD.

Calculated values
Highest occupied orbital energy (spin up / spin down) in eV: -3.4 / -3.4
Orbital gap (spin up / spin down) in eV: 5.25 / 5.34
Spin multiplicity: 2
Charge: -1
<S²>: 0.761
Energy above the lowest of the compared OMol25 structures with the same formula, charge and spin in kcal/mol: 34.21

```
64
C27H23BrCrN6O4SSe (ωB97M-V/def2-TZVPD)
N 1.225 4.239 0.718
Se 2.060 0.011 -3.461
S 0.081 2.764 -1.192
Cr 0.389 0.717 0.313
C 1.064 -1.891 0.867
C -1.903 -1.457 -3.043
C 1.207 6.581 -0.784
C -4.665 -1.195 -3.242
H -4.510 0.016 -1.463
N 0.692 5.309 -1.242
N -2.476 0.462 -0.011
H 5.386 0.171 -1.409
H 0.839 6.807 0.220
H -2.034 -2.630 -4.829
C -1.840 -0.075 -1.007
C 1.055 2.476 4.008
H 3.160 -3.272 -0.078
H -1.306 2.441 6.443
C 3.428 0.466 -0.617
C 0.102 -1.683 -6.751
C -3.963 -1.941 -4.186
C -3.988 -0.577 -2.203
C 0.984 -1.490 -5.700
Br 3.610 2.339 -0.772
H -1.782 0.941 -6.582
C -2.586 -2.071 -4.086
H 5.255 -2.308 -1.129
O 0.959 1.759 1.776
C 0.896 -0.333 -4.902
H -0.304 1.440 -4.663
C -0.149 0.543 -5.252
H -2.647 1.606 4.537
N 2.306 -0.042 -0.124
C -1.598 1.849 4.400
H -0.823 -1.531 -2.959
C -0.979 0.254 -6.322
H 1.747 -2.226 -5.482
O -0.530 -0.106 -1.120
C 2.264 -1.370 0.080
H -2.955 0.983 2.285
O 0.282 -0.954 1.323
C 0.322 1.942 2.945
O 0.959 -3.082 1.057
N -0.880 -0.836 -7.095
H 2.098 2.715 3.828
C -1.038 1.660 3.138
N -1.509 0.949 0.887
H 0.389 5.203 -2.195
H 1.334 3.351 1.201
C -0.856 2.329 5.465
H 1.074 3.064 6.065
C 4.512 -0.306 -0.993
H 1.832 4.998 0.974
C -1.906 1.169 2.066
H -5.740 -1.090 -3.323
H 2.301 6.611 -0.774
C 0.709 4.170 -0.520
H -4.493 -2.410 -5.007
C 0.479 2.660 5.253
C 3.293 -2.216 -0.264
H 0.183 -2.579 -7.364
H 0.850 7.361 -1.450
C -2.603 -0.714 -2.103
C 4.428 -1.676 -0.831
```

Results of the Löwdin charge analysis, in e, for atoms 1 through 2: number 1, N, carries 0.115; number 2, Se, carries 0.535

***

This record from the Open Molecules 2025 dataset describes a molecular structure, C27H23Cl2MoN4O5PSe2. The level of theory is ωB97M-V/def2-TZVPD.

Calculated values
Highest occupied orbital energy (spin up / spin down) in eV: -8.2 / -8.2
Orbital gap (spin up / spin down) in eV: 5.68 / 5.70
Spin multiplicity: 1
Charge: 0
Energy above the lowest of the compared OMol25 structures with the same formula, charge and spin in kcal/mol: 42.69

```
65
C27H23Cl2MoN4O5PSe2 (ωB97M-V/def2-TZVPD)
H -0.884 0.505 -1.966
H -0.546 1.586 -4.153
C 0.218 3.407 -1.206
H 0.836 3.011 -1.999
O -0.516 1.278 2.482
C 3.376 1.071 2.783
C -4.555 -3.493 -2.171
C -2.273 -3.336 -1.427
C 0.760 -1.849 3.915
H -0.281 -3.326 -3.786
O 0.816 -1.101 2.710
C -0.224 -0.256 -5.199
N 6.353 2.766 3.262
C -0.344 -2.246 -3.861
Cl 3.493 0.342 -3.017
H 4.763 2.321 -3.071
H -1.348 -2.229 3.662
O -1.791 6.954 -1.478
H -3.393 -1.694 -2.241
C -3.447 -5.439 -1.295
H 1.577 -0.281 5.152
P -0.720 -2.422 -1.150
N 2.439 1.032 2.090
C -2.299 -4.686 -1.090
H -3.459 -6.489 -1.033
C 4.546 1.578 -2.313
Se 1.941 -1.408 -0.211
C -0.947 2.405 2.235
C 0.680 -0.894 5.087
H -0.065 0.221 -6.156
H -1.943 4.811 1.704
C -0.612 -1.483 -2.724
H -0.298 5.229 -2.206
C -0.399 4.628 -1.314
H -0.195 -0.251 4.992
C -0.423 -2.792 3.794
C -4.574 -4.841 -1.836
H 0.598 -1.465 6.012
H 0.046 -2.243 -5.964
H -0.499 -3.387 4.705
H 1.705 -2.404 3.936
Cl 3.778 2.388 -0.938
N -1.815 6.422 -0.386
C 4.468 1.063 3.605
Mo 0.810 -0.112 1.206
H -1.416 -5.151 -0.666
C -0.489 0.508 -4.074
H -0.303 -3.464 2.945
N 4.400 -0.740 5.427
H -1.550 2.903 3.006
C -3.410 -2.744 -1.972
C 5.511 1.997 3.424
C -0.157 -1.639 -5.090
Se -1.408 -0.865 0.361
C -0.736 3.147 1.023
O 0.656 1.485 0.032
C -1.344 4.402 0.903
C -1.172 5.115 -0.256
H 5.451 1.100 -1.957
C 4.472 0.077 4.616
H -5.469 -5.425 -2.002
C -0.681 -0.099 -2.842
C 0.065 2.637 -0.033
H -5.436 -3.028 -2.593
O -2.336 6.893 0.606
```

Results of the Löwdin charge analysis, in e, for atoms 1 through 2: number 1, H, carries 0.046; number 2, H, carries 0.102

***

This record from the Open Molecules 2025 dataset describes a molecular structure, C27H23Cl5F5InNOS. The level of theory is ωB97M-V/def2-TZVPD.

Calculated values
Highest occupied orbital energy in eV: -11.3
Orbital gap in eV: 7.36
Spin multiplicity: 1
Charge: +1
Energy above the lowest of the compared OMol25 structures with the same formula, charge and spin in kcal/mol: 8.83

```
64
C27H23Cl5F5InNOS (ωB97M-V/def2-TZVPD)
C 0.634 -1.425 -2.368
C 2.376 -1.932 -0.715
H -1.822 0.435 3.314
C -1.528 4.049 -3.294
C -2.769 -0.069 3.127
F 1.288 2.320 -4.761
C 0.186 -0.695 -3.603
H -3.136 -0.491 4.061
C -3.525 1.239 1.035
F 1.656 1.727 -2.170
H -1.061 -2.722 -2.332
C 3.262 -0.284 4.225
C 3.790 -1.740 -0.244
H -2.512 1.631 0.946
H -3.976 0.577 -0.967
O -0.612 -0.477 1.195
H 4.447 -2.400 -0.814
Cl 4.897 1.203 5.758
C 0.594 2.487 -2.526
Cl 3.576 2.431 0.659
C 1.864 -1.123 -1.758
C -1.786 -0.847 1.072
C 2.619 0.349 1.994
H -3.408 -1.608 1.927
H -3.828 1.805 3.091
C -0.286 2.912 -1.543
C 4.188 1.719 3.215
H -1.885 -0.490 -1.020
C -1.354 3.704 -1.965
H -0.788 -0.223 -3.462
In 1.269 0.459 0.260
C 1.584 -2.963 -0.231
H -4.194 2.059 0.773
C 4.063 0.857 4.308
H 0.911 0.059 -3.904
H 3.902 -1.992 0.810
Cl 1.518 -1.905 2.941
C -0.638 3.585 -4.254
S -0.108 2.541 0.156
F -0.806 3.893 -5.529
H 0.053 -5.300 -0.310
C 3.467 1.442 2.060
C 0.427 2.793 -3.862
H -0.690 -4.192 0.835
C -3.806 0.882 2.508
H -1.440 -4.464 -0.751
H 0.074 -1.406 -4.423
H -4.800 0.431 2.582
Cl 3.177 -1.380 5.538
C 2.525 -0.526 3.064
N -2.536 -1.151 2.159
H -2.890 -1.849 -0.486
H 2.529 -0.405 -2.231
C 0.331 -3.233 -0.778
H 1.966 -3.602 0.556
Cl 5.206 3.093 3.297
F -2.551 4.808 -3.659
C -3.749 0.114 -0.007
C -0.121 -2.469 -1.854
F -2.234 4.137 -1.064
C -0.493 -4.359 -0.226
H 4.128 -0.716 -0.411
H -4.633 -0.460 0.282
C -2.541 -0.847 -0.226
```

Results of the Löwdin charge analysis, in e, for atoms 1 through 2: number 1, C, carries -0.251; number 2, C, carries -0.312

***

This record from the Open Molecules 2025 dataset describes a molecular structure, C27H23CrN5O4. The level of theory is ωB97M-V/def2-TZVPD.

Calculated values
Highest occupied orbital energy (spin up / spin down) in eV: -5.0 / -8.2
Orbital gap (spin up / spin down) in eV: 4.62 / 7.65
Spin multiplicity: 5
Charge: 0
<S²>: 6.038

```
60
C27H23CrN5O4 (ωB97M-V/def2-TZVPD)
H -4.859 -1.775 -2.694
H -1.023 -3.510 2.681
H 3.502 0.627 1.743
N -0.973 -2.176 -0.614
C -1.749 -2.148 -1.455
C 2.550 -2.360 -1.886
C -2.951 -1.887 2.475
H 0.044 -2.734 1.500
N -0.696 1.885 0.476
N 1.621 -1.118 -0.083
H -3.136 4.636 -0.678
C -1.658 -1.572 2.071
C 3.200 3.853 -1.354
H -4.090 -0.733 -1.487
H 3.891 -3.262 1.101
H 4.971 1.350 1.093
C 4.017 0.897 0.827
C 1.845 3.933 -1.170
C -3.683 0.243 1.744
N 1.874 1.888 0.124
H 1.277 4.736 -1.610
C 3.211 1.892 0.048
C 2.157 -1.256 2.191
H 4.217 -0.004 0.246
C -0.223 2.973 -0.168
H -4.433 1.009 1.652
H 4.047 -3.799 -1.354
C 3.272 -2.767 0.371
C -2.378 0.487 1.294
H -2.426 -1.381 -3.230
C 1.184 2.948 -0.416
H -4.395 -2.426 -1.113
H -2.783 -3.100 -2.951
C -4.112 -1.736 -1.905
C 2.387 -1.787 0.782
C 1.691 -1.389 -1.392
Cr 0.485 0.331 0.521
H -3.994 2.549 0.336
C 3.354 -3.055 -0.993
H -0.709 4.909 -1.024
C 3.899 2.832 -0.702
N -1.377 -0.423 1.447
H 0.047 -2.192 3.181
H 2.576 -2.540 -2.948
H -3.145 -2.840 2.940
C -1.098 4.016 -0.567
H -4.985 -1.201 2.636
O 0.645 -0.610 -3.395
O 2.679 -1.774 3.160
C -0.582 -2.563 2.371
C -2.935 2.702 0.224
C -2.747 -2.112 -2.483
C -3.982 -0.969 2.314
H 3.724 4.572 -1.965
C -2.013 1.727 0.658
H 4.975 2.775 -0.778
O 0.117 0.314 -1.434
C 0.756 -0.507 -2.184
O 1.371 -0.240 2.194
C -2.451 3.861 -0.364
```

Results of the Löwdin charge analysis, in e, for atoms 1 through 2: number 1, H, carries 0.075; number 2, H, carries 0.089

***

Here are the calculated E_tot numbers, same order: -8090.465227; -7770.636632; -4561.071276; -2662.043765 (hartree).